DFT (wB97M-V/def2-TZVPD) results for a cluster of 2 separate species, C24H47IN4O10P2S in total at a distorted geometry.

Maximum force = 6.2 eV/Å
2S+1 = 2
Molar mass = 772.58 g/mol
HOMO = -4.0379 eV
Kohn-Sham gap = 6.1 eV
Charge = -1

Structure (XYZ):
```
89
C24H47IN4O10P2S | OMol25 | wB97M-V/def2-TZVPD
C -0.7971 -6.4257 -1.3825
C -1.8033 -5.1672 -1.3554
C -1.1600 -3.8398 -0.6381
N -2.0011 -3.5806 0.5663
C -1.5545 -2.3282 1.2974
I 0.0648 -3.1402 2.5432
O -1.0671 -1.2966 0.4057
P -1.8374 0.2550 0.4557
C -3.1618 -0.1294 -0.9069
O -3.2833 -1.5373 -1.2426
O -3.6125 -1.5728 -2.5737
C -0.4882 0.6193 1.8151
C 1.0145 0.5729 1.2657
O 1.7270 -0.4418 1.0894
O 1.6569 1.8617 0.9915
N -2.3987 1.9062 0.2385
C -2.9488 2.5729 1.1957
C -2.1204 3.8609 1.7861
C -4.4385 2.4787 1.8113
O -0.5726 0.7163 -0.7072
C -0.3646 -0.2831 -1.6830
N -0.3408 -0.9175 -2.7210
O -3.0368 -0.2992 1.6279
C -2.8925 -1.6914 2.0535
C -2.9236 -1.6713 3.6610
C -4.3738 -1.5912 4.3401
C -5.2892 -0.3518 3.8974
S -7.0621 -0.6544 4.4241
P -4.2530 -2.9473 1.5479
O -4.2659 -4.3376 2.5699
O -5.8117 -2.2079 1.3689
H 0.2703 -6.1695 -1.0529
H -0.7932 -6.8369 -2.4682
H -1.2354 -7.2866 -0.7457
H -2.1486 -4.8639 -2.4096
H -2.7235 -5.4775 -0.7522
H -1.1895 -3.0278 -1.4374
H -0.0396 -4.0300 -0.4005
H -1.7258 -4.3347 1.2339
H -4.1701 0.2480 -0.4651
H -3.0031 0.4892 -1.8612
H -4.5907 -1.3969 -2.6207
H -0.5430 -0.1569 2.6760
H -0.6148 1.6346 2.3206
H 0.8727 2.4641 0.8680
H -2.8876 4.6757 2.0766
H -1.4899 4.3071 0.9206
H -1.5000 3.5997 2.7080
H -4.8599 3.5501 1.9569
H -5.1526 1.8330 1.2006
H -4.2963 2.0818 2.8929
H -2.3366 -0.7243 3.9931
H -2.3966 -2.5812 4.1521
H -5.0069 -2.5452 4.2516
H -4.1853 -1.4615 5.4789
H -5.3165 -0.1319 2.7803
H -4.9364 0.5609 4.5105
H -7.1966 -2.0387 4.6111
H -5.0342 -4.9227 2.4019
H -6.4094 -2.6877 2.0052
C 3.3413 2.8555 -2.9131
C 4.1090 1.8295 -2.0412
C 4.4749 2.4911 -0.6976
C 5.5621 3.5496 -0.8472
C 6.7936 2.9787 -1.5424
C 6.4982 2.2114 -2.8527
N 5.3121 1.3064 -2.7624
O 5.7117 0.1702 -2.1205
C 6.2905 3.1957 -4.0272
C 7.8032 1.4614 -3.2502
C 3.0492 0.7238 -1.7927
H 2.3415 3.0393 -2.5074
H 3.8097 3.8382 -2.9532
H 3.2131 2.4891 -3.9354
H 4.8131 1.7324 0.0206
H 3.5877 2.9500 -0.2492
H 5.1877 4.4191 -1.3970
H 5.8438 3.9195 0.1449
H 7.4990 3.7947 -1.7394
H 7.2961 2.3101 -0.8320
H 6.0011 2.6642 -4.9382
H 7.2153 3.7385 -4.2537
H 5.5463 3.9654 -3.8332
H 8.1694 0.8086 -2.4528
H 8.6111 2.1701 -3.4585
H 7.6565 0.8555 -4.1496
H 2.7556 0.2480 -2.7349
H 2.1451 1.1379 -1.3398
H 3.3968 -0.0559 -1.1111
```